1.
Density functional theory data (the ωB97M-V functional and the def2-TZVPD basis) for 3 unconnected molecules or ions with the total composition C23H44Cl2F2N4O5P.

E_tot (eV): -80522.5095
Kohn-Sham gap (eV): 5.89
Net charge: +1

Geometry (Å):
C: -2.7778 3.0979 4.5595
C: -1.9586 1.9054 4.0742
O: -2.6978 1.2639 3.0364
C: -2.1639 0.0591 2.5784
C: -0.6914 0.1672 2.2141
C: -0.2365 0.8940 1.0668
C: -1.1724 1.5901 0.0792
F: -2.5127 1.3786 0.3211
C: -0.9949 3.0979 0.0241
C: -1.9402 3.6983 -1.0102
C: 1.1557 0.9236 0.8710
C: 1.9497 1.5436 -0.2570
Cl: 1.1759 1.5237 -1.8451
C: 2.6248 2.9391 0.1476
C: 2.1986 3.4969 1.4916
Cl: 2.4526 4.1819 -1.0968
C: 1.9527 0.2551 1.8467
C: 3.4577 0.2060 1.7674
C: 3.8888 -0.9840 0.9620
O: 3.2668 -1.9619 0.8394
F: 5.0661 -0.8300 0.4112
N: 1.4890 -0.3977 2.8716
N: 0.1681 -0.4215 3.0408
P: -0.1923 -1.3088 4.5628
O: -0.2374 -0.3944 5.7002
H: -2.1405 3.9689 4.6682
H: -3.2161 2.9037 5.5288
H: -3.5417 3.3351 3.8300
H: -1.7991 1.2250 4.9062
H: -1.0052 2.2784 3.6961
H: -2.6829 -0.2235 1.6756
H: -2.3526 -0.7428 3.2915
H: -0.9953 1.1324 -0.8865
H: -1.3014 3.4474 1.0120
H: 0.0297 3.3904 -0.1281
H: -1.6570 4.7051 -1.2856
H: -2.9374 3.7465 -0.5899
H: -2.0158 3.0509 -1.8790
H: 2.7953 0.8941 -0.4283
H: 3.6910 2.7638 0.2029
H: 2.5914 2.8945 2.3070
H: 2.5981 4.4937 1.6261
H: 1.1235 3.5525 1.6149
H: 3.9061 1.1175 1.4056
H: 3.8566 0.0453 2.7657
H: -1.3401 -2.0755 4.3470
H: 0.8770 -2.1998 4.6418
C: -0.8511 -6.8157 1.0500
C: -0.9144 -6.5184 2.5447
C: -1.0050 -5.0217 2.8715
O: 0.2153 -4.3046 2.7380
C: 0.5332 -3.9039 1.4132
N: 0.2164 -7.1705 3.2067
H: 0.1361 -6.6130 0.6355
H: -1.0620 -7.8685 0.8721
H: -1.5855 -6.2278 0.4953
H: -1.8306 -6.9741 2.9302
H: -1.2843 -4.9239 3.9251
H: -1.7943 -4.5356 2.2806
H: -0.3684 -3.6495 0.8459
H: 1.0890 -4.6775 0.8829
H: 1.1751 -3.0256 1.4777
H: 0.1253 -7.0796 4.2146
H: 1.0611 -6.6530 2.9803
C: -0.5134 0.2036 -7.6770
C: -0.6431 0.7317 -6.2527
C: -0.7844 2.2574 -6.1618
O: 0.4157 2.9761 -6.3529
C: 0.7804 3.2063 -7.7036
N: 0.4853 0.2356 -5.4574
H: 0.4820 0.3752 -8.0854
H: -0.6860 -0.8716 -7.6942
H: -1.2423 0.6720 -8.3402
H: -1.5601 0.3091 -5.8303
H: -1.1083 2.5059 -5.1457
H: -1.5627 2.6230 -6.8440
H: -0.0993 3.3622 -8.3336
H: 1.3756 2.3833 -8.1050
H: 1.3914 4.1073 -7.7277
H: 0.3484 0.5037 -4.4877
H: 1.3113 0.7545 -5.7443

The computed Löwdin charges, all in e, follow: -0.04, -0.24, -0.11, -0.16, -0.08, 0.04, -0.31, 0.02, -0.19, -0.05, -0.06, -0.59, 0.76, -0.72, -0.11, 0.68, -0.19, -0.01, -0.50, 0.21, 0.18, 0.16, -0.09, 0.81, -0.35, 0.08, 0.08, 0.08, 0.10, 0.11, 0.14, 0.10, 0.10, 0.13, 0.05, 0.09, 0.08, 0.08, 0.08, 0.09, 0.08, 0.09, 0.07, 0.11, 0.15, 0.03, 0.05, -0.06, -0.43, -0.22, -0.23, -0.10, 0.05, 0.07, 0.08, 0.08, 0.14, 0.12, 0.12, 0.09, 0.09, 0.05, 0.07, 0.07, -0.07, -0.43, -0.21, -0.19, -0.10, 0.04, 0.07, 0.08, 0.08, 0.13, 0.11, 0.12, 0.09, 0.08, 0.09, 0.03, 0.07

2.
Density functional theory data (the ωB97M-V functional and the def2-TZVPD basis) for 2 unconnected molecules or ions with the total composition C23H44Cl2FNO4.

E_tot (eV): -62001.3465
Kohn-Sham gap (eV): 5.34
Net charge: 0

Geometry (Å):
C: 3.6135 -1.8299 -3.3967
C: 3.5950 -0.4611 -4.0722
C: 2.4326 0.4681 -3.6828
C: 1.0593 -0.2129 -3.5822
C: 0.7644 -0.6848 -2.1398
C: 0.0613 0.3993 -1.3224
C: -0.6479 -0.0667 -0.0502
C: -1.5414 0.9151 0.7033
C: -2.6084 1.6967 -0.0627
C: -2.2325 2.7703 -1.0795
F: -2.4089 4.0364 -0.5243
C: -0.6177 1.6578 1.6882
Cl: -1.6039 2.1759 3.1141
C: 0.0253 2.9472 1.1444
C: 1.1649 3.6188 1.9240
C: 2.6150 3.5247 1.3720
C: 3.2249 4.9241 1.0791
C: 2.8164 2.6335 0.1477
C: 0.2029 0.4506 2.2010
Cl: 1.8053 0.7031 2.8678
N: 0.2310 -0.6483 1.0429
O: 1.5679 -0.7924 0.6966
C: -0.3676 -1.8591 1.6807
C: -0.2201 -3.1573 0.9286
O: -0.9715 -3.1667 -0.2839
C: -0.5202 -4.0754 -1.1943
O: -1.2312 -4.8084 -1.7869
H: 2.7135 -2.4113 -3.6062
H: 3.6866 -1.7213 -2.3116
H: 4.4716 -2.4120 -3.7296
H: 3.6494 -0.5621 -5.1575
H: 4.5218 0.0420 -3.7825
H: 2.3769 1.2373 -4.4566
H: 2.6842 0.9962 -2.7575
H: 1.0170 -1.0691 -4.2528
H: 0.3009 0.5330 -3.8260
H: 1.7436 -0.8656 -1.6942
H: 0.2238 -1.6323 -2.1225
H: 0.7375 1.2359 -1.1438
H: -0.7495 0.7794 -1.9471
H: -1.3527 -0.8170 -0.4158
H: -2.1312 0.2953 1.3925
H: -3.2479 0.9574 -0.5505
H: -3.2388 2.1833 0.6839
H: -2.9070 2.7221 -1.9347
H: -1.2105 2.7242 -1.4454
H: -0.8018 3.6535 1.1295
H: 0.2634 2.7984 0.0929
H: 0.9210 4.6762 2.0178
H: 1.1434 3.2456 2.9467
H: 3.2358 3.1047 2.1658
H: 2.4869 5.7215 1.1440
H: 4.0463 5.1374 1.7620
H: 3.6567 4.9432 0.0774
H: 3.8345 2.7286 -0.2300
H: 2.6321 1.5741 0.3376
H: 2.1522 2.9351 -0.6684
H: -0.3326 0.0575 3.0584
H: 1.6260 -1.5980 0.1596
H: -1.4326 -1.6747 1.9035
H: 0.1394 -2.0028 2.6345
H: -0.5715 -3.9413 1.6023
H: 0.8376 -3.3778 0.7139
H: 0.5707 -4.0225 -1.3664
C: -4.6004 -4.4344 3.0635
C: -4.2274 -2.9536 2.8621
C: -4.2317 -2.6736 1.3409
O: -3.0077 -2.6880 3.3971
H: -3.8536 -5.0794 2.5918
H: -4.6407 -4.6692 4.1283
H: -5.5806 -4.6771 2.6303
H: -5.0792 -2.3633 3.2781
H: -3.4792 -3.2923 0.8417
H: -4.0012 -1.6159 1.1555
H: -5.2035 -2.8858 0.8746

The computed Löwdin charges, all in e, follow: -0.11, -0.25, -0.21, -0.18, -0.18, -0.11, -0.16, -0.27, -0.09, -0.19, -0.06, -0.67, 0.78, -0.19, -0.17, -0.41, -0.06, -0.10, -0.53, 0.84, -0.17, -0.01, -0.07, -0.14, -0.05, -0.35, 0.15, 0.07, 0.07, 0.07, 0.11, 0.10, 0.11, 0.10, 0.11, 0.11, 0.08, 0.10, 0.10, 0.12, 0.16, 0.13, 0.13, 0.12, 0.12, 0.10, 0.10, 0.08, 0.10, 0.08, 0.10, 0.07, 0.07, 0.07, 0.08, 0.04, 0.07, 0.09, 0.11, 0.12, 0.15, 0.15, 0.12, 0.15, -0.11, -0.71, -0.11, -0.33, 0.06, 0.06, 0.06, 0.11, 0.05, 0.04, 0.06

3.
Density functional theory data (the ωB97M-V functional and the def2-TZVPD basis) for a gas-phase ion, C23H44ClN6O6S2 (charge +1).

E_tot (eV): -79971.8675
Kohn-Sham gap (eV): 7.29
Net charge: +1

Geometry (Å):
H: 3.8739 3.1785 3.9374
N: 3.6610 2.2007 4.1352
C: 3.9381 1.4870 3.1326
N: 3.7455 0.0975 3.2192
N: 4.4565 2.0802 1.9469
C: 4.2865 1.2622 0.7296
C: 3.9075 2.1825 -0.4603
C: 3.6492 1.2401 -1.6743
C: 2.2718 1.4571 -2.3829
C: 1.0692 1.2896 -1.4953
N: 0.5870 2.3406 -0.9261
O: 0.8139 3.6464 -1.1851
C: -0.2579 1.9439 0.3125
S: -1.0859 3.5143 0.8112
Cl: 1.0033 1.8205 1.5947
C: -1.0386 0.6809 -0.1945
C: -2.1588 1.2573 -1.1041
C: -3.5443 1.6005 -0.4742
C: -3.7682 1.5918 1.0485
C: -5.2783 1.3099 1.2982
S: -5.7176 1.3294 3.0257
O: -7.0552 0.8571 3.1227
O: -5.6047 2.6359 3.5608
O: -4.7779 0.2760 3.8047
N: -1.3806 -0.4430 0.6460
C: -2.5112 -1.2571 0.3951
C: -2.9565 -1.8539 -0.9256
O: -3.1675 -1.5507 1.3367
C: -0.8942 -0.5946 2.0113
C: -1.2208 0.3233 3.1912
O: -0.2386 -1.5273 2.2503
C: 0.1991 0.0985 -1.1094
N: 1.1458 -0.8141 -0.4476
C: -0.1194 -0.6451 -2.4527
C: -0.1277 -2.2137 -2.3575
C: 1.1559 -2.8616 -2.9174
C: 1.1264 -4.3875 -2.6846
C: 1.8451 -4.9324 -1.4081
C: 2.5031 -3.8932 -0.4850
H: 2.9558 -0.1535 2.6263
H: 3.4400 -0.0966 4.1689
H: 3.9251 2.9299 1.7931
H: 5.2301 0.7827 0.4535
H: 3.4799 0.5237 0.7954
H: 3.0109 2.7713 -0.2576
H: 4.7568 2.8147 -0.7263
H: 3.7024 0.1869 -1.3790
H: 4.4047 1.4170 -2.4425
H: 2.2531 2.4778 -2.7785
H: 2.2583 0.8039 -3.2597
H: 0.3562 3.8504 -2.0203
H: -1.7564 3.9305 -0.2918
H: -2.3699 0.5590 -1.9139
H: -1.7918 2.1407 -1.6355
H: -4.3017 0.9380 -0.9127
H: -3.8426 2.5934 -0.8328
H: -3.6064 2.5859 1.4673
H: -3.2172 0.8645 1.6388
H: -5.6114 0.4054 0.7809
H: -5.8149 2.1290 0.8069
H: -5.0999 -0.5898 3.4879
H: -2.4991 -1.4545 -1.8290
H: -4.0406 -1.7315 -0.9722
H: -2.7781 -2.9323 -0.8979
H: -1.8438 -0.1859 3.9259
H: -0.2621 0.5275 3.6757
H: -1.6274 1.2928 2.8889
H: 1.9702 -0.9043 -1.0285
H: 1.3758 -0.5656 0.5069
H: -1.0016 -0.3174 -3.0068
H: 0.7236 -0.4526 -3.1283
H: -0.9277 -2.5198 -3.0459
H: -0.4247 -2.5831 -1.3751
H: 1.0954 -2.7177 -4.0064
H: 2.0776 -2.3611 -2.6067
H: 0.0729 -4.6873 -2.6186
H: 1.5210 -4.9121 -3.5591
H: 1.1335 -5.4980 -0.7976
H: 2.6133 -5.6391 -1.7348
H: 3.2354 -3.3061 -1.0576
H: 3.0877 -4.4301 0.2684
H: 1.8028 -3.2138 0.0049

The computed Löwdin charges, all in e, follow: 0.05, 0.12, -0.60, 0.11, 0.04, -0.23, -0.16, -0.14, -0.07, -0.09, -0.15, 0.04, -0.83, 0.88, 0.83, -0.27, -0.11, -0.16, -0.24, -0.22, 0.57, -0.27, -0.24, -0.14, 0.09, -0.44, 0.04, 0.13, -0.48, 0.00, 0.17, -0.30, 0.14, -0.09, -0.20, -0.21, -0.18, -0.23, -0.12, 0.05, 0.10, 0.10, 0.13, 0.07, 0.08, 0.12, 0.10, 0.12, 0.13, 0.12, 0.16, -0.08, 0.09, 0.11, 0.11, 0.12, 0.08, 0.06, 0.11, 0.12, 0.10, 0.05, 0.10, 0.11, 0.10, 0.07, 0.06, 0.08, 0.05, 0.11, 0.10, 0.11, 0.10, 0.12, 0.09, 0.10, 0.11, 0.10, 0.10, 0.06, 0.08, 0.05

4.
Density functional theory data (the ωB97M-V functional and the def2-TZVPD basis) for a molecular structure, C23H44N5ORbSSi4.

E_tot (eV): -77063.2833
Kohn-Sham gap (eV): 3.27
Net charge: -2

Geometry (Å):
Rb: 0.2105 -0.1763 1.6395
N: 0.1780 4.7951 -0.2454
C: -0.1703 3.9501 0.7051
S: 0.8302 3.3857 1.9722
N: -1.5804 3.7518 0.6289
N: -1.9267 2.6814 1.3775
C: -3.2236 2.5968 1.6825
C: -3.7997 1.6314 2.5547
C: -5.1122 1.8494 2.9222
C: -5.8257 1.0577 3.8375
C: -5.2545 -0.0648 4.3708
C: -3.9165 -0.3805 4.0467
C: -3.1751 0.3711 3.0277
O: -2.1327 -0.1757 2.5215
H: 1.1239 5.0542 -0.4809
H: -0.4130 4.9101 -1.0754
H: -3.9120 3.3305 1.3361
H: -5.6642 2.6663 2.4288
H: -6.9187 1.2916 3.9401
H: -5.8066 -0.6551 5.1064
H: -3.5036 -1.3491 4.2609
N: 1.9573 -0.2347 3.6763
C: 2.7252 -0.0734 4.5476
N: 3.6199 0.1609 5.4995
C: 3.4459 -0.7255 6.6970
C: 4.4028 -0.3645 7.7991
C: 5.8119 -0.0860 7.3217
C: 5.8221 0.9520 6.1351
C: 4.9389 0.5249 5.0029
H: 3.6679 -1.7861 6.4323
H: 2.3926 -0.6505 6.9715
H: 4.3032 -1.2246 8.5188
H: 3.9829 0.4782 8.3400
H: 6.2752 -1.0331 7.0267
H: 6.4795 0.4277 8.0283
H: 6.9098 1.0059 5.7183
H: 5.4973 1.9097 6.5178
H: 5.3424 -0.3874 4.4602
H: 4.7608 1.3058 4.2268
C: -2.0399 -3.5312 -4.8170
Si: -0.5826 -3.1737 -3.6043
C: 0.8300 -4.1454 -4.3802
C: -1.0625 -4.0538 -1.9487
Si: -0.3097 -0.8578 -3.2942
Si: 1.5077 0.0611 -4.3925
C: 3.1807 -0.7028 -3.9854
C: 1.2659 -0.3618 -6.2587
C: 1.6464 1.9385 -4.5852
Si: -2.4144 0.2121 -3.2918
C: -2.3674 1.4318 -1.8384
C: -3.9719 -0.9041 -3.1840
C: -2.5801 1.1578 -4.9183
H: -2.5112 -4.4294 -4.4738
H: -1.5980 -3.7729 -5.8004
H: -2.7067 -2.6828 -4.9143
H: 1.0163 -5.1228 -3.8956
H: 1.8173 -3.6632 -4.3285
H: 0.6664 -4.3451 -5.4835
H: -0.6865 -5.0961 -1.8052
H: -2.1202 -3.9768 -1.9055
H: -0.6589 -3.5350 -1.0828
H: 3.4322 -1.2741 -4.9368
H: 3.2422 -1.4584 -3.1634
H: 3.9100 0.1460 -3.7776
H: 2.1775 -0.8321 -6.7256
H: 1.1496 0.5875 -6.8525
H: 0.4504 -0.9868 -6.6294
H: 2.5640 2.2491 -4.0485
H: 0.8836 2.3309 -3.8927
H: 1.4693 2.2671 -5.6256
H: -1.8919 2.3541 -2.0680
H: -1.9209 0.9399 -0.9031
H: -3.4041 1.6452 -1.5879
H: -4.6181 -0.5903 -2.3726
H: -3.7615 -1.9821 -2.9668
H: -4.5724 -0.8450 -4.1010
H: -2.8436 0.5866 -5.7699
H: -1.6557 1.6871 -5.0996
H: -3.2739 2.0075 -4.7683

The computed Löwdin charges, all in e, follow: 0.68, 0.01, -0.98, 0.33, -0.09, -0.07, -0.14, -0.17, -0.11, -0.19, -0.18, -0.06, -0.39, -0.36, 0.07, 0.09, 0.08, 0.09, 0.08, 0.07, 0.07, 0.06, -0.28, -0.10, -0.15, -0.21, -0.19, -0.18, -0.18, 0.13, 0.13, 0.13, 0.11, 0.11, 0.10, 0.14, 0.11, 0.14, 0.15, -0.25, 0.29, -0.26, -0.24, 0.36, 0.24, -0.26, -0.28, -0.24, 0.31, -0.25, -0.22, -0.26, 0.00, 0.01, -0.01, 0.01, 0.00, 0.03, 0.02, -0.01, 0.00, 0.02, 0.02, 0.02, 0.01, 0.00, 0.00, 0.01, 0.01, 0.02, 0.00, 0.04, 0.01, 0.01, 0.01, 0.01, 0.00, 0.00, 0.02